The following is a DFT calculation (ωB97M-V with the def2-TZVPD basis set) of a structure of composition C47H44N11P2Sn.

Atoms and positions in Å:
Sn 0.152 1.926 0.852
N 1.244 3.452 4.385
C 0.352 4.089 3.532
N -0.254 5.195 3.930
N -1.092 5.501 2.925
N -0.996 4.637 1.979
N -0.073 3.700 2.327
C 1.776 2.204 4.198
N 1.991 1.344 5.216
N 2.437 0.249 4.657
N 2.511 0.469 3.368
N 2.109 1.699 3.031
H 1.134 3.729 5.347
C 4.047 -0.787 -0.278
C 3.042 -0.558 -1.413
P 1.255 -1.477 -1.335
C 1.842 -2.993 -2.266
C 0.979 -3.789 -3.026
C 1.425 -4.923 -3.693
C 2.756 -5.304 -3.631
C 3.635 -4.519 -2.901
C 3.186 -3.382 -2.243
C -0.761 -2.185 -1.430
C -1.884 -1.690 -2.097
C -3.170 -2.167 -1.840
C -3.371 -3.170 -0.901
C -2.271 -3.677 -0.214
C -1.004 -3.174 -0.473
C 3.788 0.046 0.991
P 2.586 -0.804 2.086
C 3.709 -1.963 2.948
C 4.837 -1.580 3.672
C 5.651 -2.534 4.256
C 5.357 -3.886 4.109
C 4.244 -4.277 3.385
C 3.417 -3.316 2.815
C -0.922 0.679 2.408
C -1.328 1.114 3.677
C -1.825 0.241 4.640
C -1.932 -1.115 4.360
C -1.531 -1.580 3.115
C -1.031 -0.695 2.165
H 5.054 -0.528 -0.619
H 4.105 -1.847 0.008
H 3.518 -0.701 -2.390
H 2.735 0.494 -1.377
H -0.061 -3.516 -3.118
H 0.718 -5.505 -4.273
H 3.105 -6.186 -4.153
H 4.685 -4.782 -2.843
H 3.911 -2.800 -1.700
H -1.761 -0.916 -2.851
H -4.016 -1.765 -2.392
H -4.366 -3.558 -0.712
H -2.409 -4.460 0.526
H -0.153 -3.565 0.090
H 3.374 1.025 0.741
H 4.718 0.196 1.546
H 5.072 -0.529 3.790
H 6.518 -2.227 4.828
H 5.999 -4.631 4.563
H 4.012 -5.328 3.266
H 2.538 -3.617 2.256
H -1.245 2.162 3.944
H -2.114 0.621 5.614
H -2.305 -1.803 5.109
H -1.589 -2.637 2.884
H -0.717 -1.095 1.205
N -1.634 4.068 -8.892
C -1.274 3.434 -8.003
C -0.826 2.640 -6.893
C -1.428 2.785 -5.643
C -1.002 2.015 -4.580
C 0.032 1.086 -4.739
C 0.631 0.951 -5.997
C 0.207 1.719 -7.064
C 0.454 0.286 -3.637
C 0.790 -0.384 -2.688
H -2.227 3.503 -5.513
H -1.461 2.119 -3.607
H 1.430 0.234 -6.122
H 0.671 1.611 -8.036
C -4.832 0.540 2.122
N -4.404 1.673 1.265
C -3.877 2.808 2.083
C -3.399 1.186 0.235
C -2.888 2.330 -0.577
C -3.767 2.970 -1.455
C -3.356 4.085 -2.163
C -2.047 4.529 -2.012
C -1.175 3.853 -1.173
C -1.570 2.752 -0.403
H -5.599 0.880 2.815
H -3.958 0.190 2.671
H -5.212 -0.259 1.490
H -5.204 2.028 0.743
H -3.050 2.434 2.675
H -4.678 3.168 2.725
H -3.513 3.594 1.428
H -3.904 0.419 -0.351
H -2.598 0.729 0.807
H -4.778 2.592 -1.597
H -4.038 4.593 -2.834
H -1.707 5.399 -2.562
H -0.152 4.213 -1.094

The value obtained for the LUMO energy is 1.63 eV. For the total energy, the calculation gives -3316.5773 a.u. As for the energy above the lowest of the compared OMol25 structures with the same formula, charge and spin: 45.1 kcal per mole. For the HOMO energy, the calculation gives -3.3 eV. Its total charge is -1.